79
Properties=species:S:1:pos:R:3:lowdin_charge:R:1 method="wB97M-V/def2-TZVPD" relative_energy_kj_mol=597.2 homo_lumo_gap_ev=9.7 mol_weight_g_mol=488.52 smiles=OCCO.OCCO.OCCO.OCCO.OCCO.OCCO.OCCO.O.O.O lumo_energy_ev=0.21 homo_energy_ha=-0.350
O -0.05090 -7.05292 -1.80220 -0.05
H -1.08690 2.47208 1.35980 0.10
H -1.74690 -1.84192 -1.10020 0.01
C 1.40210 0.59008 4.87380 -0.23
C 1.06510 6.28408 3.11780 -0.22
O 1.59210 -0.47292 2.77580 -0.09
H -0.40790 -0.01692 -1.09220 0.07
H -1.43790 3.82508 -2.79120 -0.05
H 1.83410 -3.92392 3.27080 0.11
H 0.15710 -4.70392 1.38080 0.11
C 2.54210 -0.50892 -1.82420 -0.25
H -0.15690 3.72408 -2.16620 0.03
C -0.16290 -3.68092 1.59880 -0.25
O 1.80110 -0.64292 5.35980 -0.02
O 0.91010 3.89908 3.33080 -0.12
H -1.80890 0.61308 -3.62420 0.12
H -0.07790 5.15308 4.59980 0.12
C -1.70090 1.24408 -0.03620 -0.20
C 2.28410 -1.53392 -0.72320 -0.22
H 0.65410 3.19108 0.22380 -0.01
H -2.45190 2.68008 -5.71220 0.13
O -2.95290 3.08908 -3.72120 -0.07
H 0.37010 -2.93792 0.91680 0.12
H -2.71190 1.16008 0.49180 0.15
O -1.45190 0.41908 -5.66120 -0.05
H 2.22010 1.28508 4.72280 0.12
O -1.51390 -3.63192 1.23380 -0.09
H -0.94590 -5.80592 -0.40920 0.12
O -1.01290 4.12408 -2.02320 -0.02
O -0.68190 1.84708 0.74180 -0.09
H -1.08990 -1.41092 -2.98920 -0.05
H -1.82790 0.64808 -6.49120 0.08
H 2.41210 -0.99192 4.77680 0.03
H 2.07210 6.06708 3.48680 0.11
H -0.67090 -2.44292 3.40980 0.12
H 0.40010 -7.58792 -1.15220 0.08
H -1.08390 2.64408 -4.56020 0.14
C -0.86590 -4.65992 -2.21320 -0.27
C 0.02310 -3.24292 3.08880 -0.21
O -0.61490 -1.56492 -3.75220 0.01
H -0.45490 -4.08092 3.70180 0.14
H 1.15910 3.62008 2.38980 0.08
C 0.12810 5.07908 3.53480 -0.19
H -1.93690 2.00108 -0.82120 0.11
H 2.17810 2.87508 0.53880 0.03
H 1.66510 -1.41492 3.05780 0.04
O 3.28610 0.56508 -1.24920 -0.04
H -0.16890 -3.09692 -1.68620 0.05
O -2.08290 -0.98192 -1.20920 -0.04
H 2.77010 0.64508 -0.44320 0.06
H 1.20310 6.56308 2.06480 0.12
C 0.69910 0.26508 3.56680 -0.24
H 0.59210 8.19608 3.12680 0.04
C -2.29990 0.89508 -4.59320 -0.22
H -3.30690 0.54608 -4.50420 0.13
H -3.75590 3.32608 -4.17320 0.09
H -0.19190 -4.52192 -3.06320 0.14
O 0.42810 7.44008 3.62280 -0.06
H -1.50290 -3.35392 0.28080 0.06
H 3.25710 -1.97592 -0.29420 0.16
H -1.78790 -4.91392 -2.61420 0.12
O 1.42110 -2.55792 -1.19520 -0.11
H 1.55210 -2.63492 -2.16620 0.11
H -0.78790 5.07808 3.03480 0.09
C -0.34690 -5.75992 -1.32320 -0.23
C -2.16690 2.35308 -4.69220 -0.24
H -0.73790 -0.66292 0.37780 0.13
H -0.15790 -0.34592 3.63180 0.10
O 1.52810 3.52908 0.35480 -0.02
H 0.43110 1.13808 3.12280 0.06
H 1.68310 -1.02192 0.05280 0.10
O 1.40410 -3.07392 3.32380 -0.07
H 0.64110 -5.47692 -1.05320 0.11
H -0.69690 -0.74792 -4.21620 -0.01
O -0.99890 -3.55392 -1.49120 -0.08
C -1.22090 -0.14192 -0.46220 -0.21
H 0.70710 1.11508 5.50280 0.12
H 1.55810 -0.25892 -2.25620 0.10
H 3.08610 -0.95592 -2.69520 0.14